Entry 1:
Molecular formula: C2H3NO2
Method: DFT, ωB97M-V/def2-TZVPD

Element x y z (Å)
O: -1.49245 -1.57724 0.86632
N: -0.77431 -0.72081 0.46427
C: -0.26634 -0.14891 -0.80803
C: 0.53772 0.77467 0.05194
O: -0.11680 0.23951 1.25978
H: -0.02054 -0.73159 -1.76254
H: 1.46425 0.35233 0.03373
H: 0.66847 1.81204 -0.10545

Cartesian forces (eV/Å) of the 2 atoms listed first:
O 0.2 0.0 0.5
N 1.6 1.9 -5.4

The HOMO-LUMO gap (alpha / beta) comes out at 9.32 / 9.32 eV. The molecular weight comes out at 73.051 g mol⁻¹. Its multiplicity is 1. Its total energy is -283.044682 hartree. For the HOMO energy (alpha / beta), the calculation gives -8.769 / -8.769 eV.


Entry 2:
Molecular formula: C5H13NO
Method: DFT, ωB97M-V/def2-TZVPD

Element x y z (Å)
C: 2.72486 1.11800 0.31928
C: 2.26298 -0.33542 0.17151
C: 0.59366 -0.31277 0.24690
C: -0.03115 -0.53802 -1.04228
N: -1.34892 -0.11622 -1.34106
C: -0.31688 0.29506 1.28497
H: 2.55716 1.57499 1.30676
H: 3.80126 1.21498 0.13572
H: 2.29745 1.80398 -0.42247
H: 2.60055 -0.80654 -0.75223
H: 2.56459 -0.94471 1.03226
H: 0.16022 -1.47960 -1.56501
H: 0.77400 0.27745 -1.16329
H: -1.31867 0.85722 -1.62793
H: -1.08395 -0.47996 1.35400
H: -0.63555 1.16724 0.70890
H: 0.25250 0.46853 2.21056
H: -2.23582 -0.27559 -0.66409
H: -3.48692 -0.83008 1.04688
O: -3.36452 -0.36978 0.22070

Cartesian forces (eV/Å) of the 2 atoms listed first:
C 0.6 0.6 -0.1
C -2.8 -0.1 1.8

The HOMO-LUMO gap comes out at 5.60 eV. The molecular weight comes out at 103.165 g mol⁻¹. Its multiplicity is 1. Its total energy is -328.082011 hartree. For the HOMO energy, the calculation gives -7.006 eV.


Entry 3:
Molecular formula: C28H36N7OSbW
Method: DFT, ωB97M-V/def2-TZVPD

Element x y z (Å)
W: 0.19596 0.59238 -0.02629
C: -3.65055 1.56465 -1.80719
C: -2.52783 1.54073 -0.99299
N: -1.52428 0.67741 -1.24998
C: -1.63677 -0.14848 -2.31652
C: -2.77853 -0.08911 -3.10995
N: -3.76475 0.75547 -2.85348
C: -0.48555 -1.03615 -2.49994
C: -0.36610 -2.00352 -3.46411
C: 0.79628 -2.79993 -3.53915
C: 1.79087 -2.55068 -2.56718
C: 1.60799 -1.57846 -1.61853
N: 0.49041 -0.79924 -1.58101
C: 2.52106 -1.27912 -0.51199
C: 3.75277 -1.87483 -0.25765
N: 4.47759 -1.55539 0.80297
C: 4.01091 -0.63560 1.63885
C: 2.79701 -0.00308 1.41258
N: 2.05525 -0.33195 0.33483
C: 0.95342 -3.83529 -4.54794
C: -0.16301 -4.44358 -5.13408
C: 0.04444 -5.43757 -6.07933
N: 1.25635 -5.81616 -6.46899
C: 2.32189 -5.23588 -5.92818
C: 2.22669 -4.25246 -4.95496
H: -4.46497 2.25169 -1.60799
H: -2.42795 2.20545 -0.14444
H: -2.90215 -0.73981 -3.96764
H: -1.15836 -2.14750 -4.18480
H: 2.67794 -3.16742 -2.54358
H: 4.15534 -2.63782 -0.91362
H: 4.61319 -0.38724 2.50520
H: 2.42134 0.76166 2.08194
H: -1.17566 -4.20506 -4.83658
H: -0.79343 -5.94871 -6.53759
H: 3.28851 -5.56965 -6.28533
H: 3.13297 -3.80060 -4.57357
C: 4.41898 1.75974 -1.53095
C: 3.26550 1.66003 -2.52343
Sb: 1.40513 2.40609 -1.78443
C: 0.19393 2.79811 -3.50589
C: 0.47118 1.85173 -4.66863
C: 1.79877 4.27085 -0.82065
C: 1.02314 4.49616 0.46948
H: 5.29981 1.26736 -1.94408
H: 4.19852 1.29086 -0.57051
H: 4.69846 2.79488 -1.33971
H: 3.09364 0.64400 -2.88256
H: 3.45739 2.27491 -3.40568
H: 0.44597 3.83052 -3.75767
H: -0.85270 2.79271 -3.19867
H: 1.51407 1.88094 -4.98217
H: -0.12724 2.15610 -5.52792
H: 0.21304 0.81603 -4.43556
H: 1.55946 5.02494 -1.57197
H: 2.87643 4.30040 -0.65894
H: -0.05613 4.47635 0.30355
H: 1.26679 5.47685 0.87847
H: 1.28381 3.75275 1.22825
C: -1.10338 -0.76887 3.59794
N: -1.23234 0.68685 3.77207
C: -1.73751 1.09459 5.11613
C: -0.92619 1.56484 2.88145
C: -1.01959 3.03057 3.08871
O: -0.46850 1.15826 1.68333
H: -0.47486 -1.15062 4.40121
H: -0.66726 -1.01880 2.63774
H: -2.09401 -1.21364 3.68551
H: -2.01333 0.19212 5.65154
H: -2.61672 1.72482 5.00964
H: -0.95240 1.61427 5.66218
H: -1.66265 3.29927 3.92006
H: -1.37872 3.51134 2.17984
H: -0.01828 3.41903 3.29886

Cartesian forces (eV/Å) of the 2 atoms listed first:
W -0.3 0.0 0.2
C 0.0 0.0 0.0

The HOMO-LUMO gap (alpha / beta) comes out at 4.63 / 4.51 eV. The net charge is +4. The expectation value of S² is 2.036. The molecular weight comes out at 792.244 g mol⁻¹. Its multiplicity is 3. Its total energy is -1852.943470 hartree. For the HOMO energy (alpha / beta), the calculation gives -18.339 / -18.313 eV.


Entry 4:
Molecular formula: C4H6N2S
Method: DFT, ωB97M-V/def2-TZVPD

Element x y z (Å)
C: -3.31221 0.12318 0.00254
C: 1.34381 1.26827 -0.16374
C: 0.57085 0.36786 0.44191
C: -0.52591 -0.20315 -0.38651
N: -3.98885 -0.85053 -0.05597
N: -1.00282 -1.42349 0.07879
S: -2.23425 1.34649 0.09693
H: 2.16797 1.84582 0.41410
H: 1.13852 1.57142 -1.16207
H: 0.54900 0.19404 1.42301
H: -0.64647 0.08693 -1.48674
H: -0.97026 -1.71663 1.05388
H: -1.96708 -1.67107 -0.23959

Cartesian forces (eV/Å) of the 2 atoms listed first:
C -2.3 -2.7 -0.1
C 1.6 0.9 2.4

The HOMO-LUMO gap comes out at 8.50 eV. The molecular weight comes out at 114.173 g mol⁻¹. Its multiplicity is 1. Its total energy is -663.640806 hartree. For the HOMO energy, the calculation gives -8.966 eV.


Entry 5:
Molecular formula: C3H2FN
Method: DFT, ωB97M-V/def2-TZVPD

Element x y z (Å)
N: 1.80662 -1.83955 0.30642
C: 0.86900 -1.14051 0.34365
C: -0.29831 -0.23162 0.35280
C: -0.27007 0.86427 -0.31976
F: -1.44314 1.55797 -0.59312
H: -1.22418 -0.44959 0.84699
H: 0.56008 1.23902 -0.93698

Cartesian forces (eV/Å) of the 2 atoms listed first:
N -2.1 1.5 0.1
C 0.8 -0.4 0.3

The HOMO-LUMO gap comes out at 11.32 eV. The molecular weight comes out at 71.054 g mol⁻¹. Its multiplicity is 1. Its total energy is -270.085838 hartree. For the HOMO energy, the calculation gives -10.905 eV.


Entry 6:
Molecular formula: C56H147N9O21
Method: DFT, ωB97M-V/def2-TZVPD

Element x y z (Å)
C: 5.79630 -0.57758 0.38406
O: 4.93738 -1.15268 1.36183
H: 6.77421 -1.03377 0.55038
H: 5.51683 -0.87546 -0.63478
H: 5.81471 0.50921 0.50808
H: 4.02863 -0.85181 1.15863
C: 4.11359 -2.27953 5.82858
O: 4.19099 -3.13265 6.94345
H: 3.34905 -1.49980 5.93069
H: 5.03071 -1.77236 5.52920
H: 3.85887 -2.86865 4.93715
H: 3.38012 -3.64059 7.01041
C: -2.60334 -0.29162 0.86852
O: -3.10781 -0.82194 2.09716
H: -1.98672 -1.09535 0.46032
H: -3.41097 0.00465 0.19197
H: -2.05719 0.62624 1.08104
H: -3.66991 -1.58283 1.93392
C: 0.88055 -4.49779 -5.01802
O: 1.82626 -5.05318 -4.14634
H: 0.00561 -5.12265 -5.22577
H: 0.39068 -3.60986 -4.59406
H: 1.28524 -4.22296 -5.99648
H: 2.16922 -4.28799 -3.60957
C: -5.05361 6.60803 4.81225
O: -4.34477 5.43916 4.40338
C: -3.09741 5.71174 3.79187
C: -2.51110 4.37642 3.35269
N: -2.35490 3.47598 4.49966
C: -2.11288 2.12233 4.02798
C: -2.01136 1.17173 5.22735
O: -3.23012 1.04274 5.91559
C: -4.31408 0.48813 5.19676
H: -5.73030 6.28509 5.59872
H: -5.57014 7.04019 3.95603
H: -4.32934 7.29740 5.25433
H: -2.46967 6.24493 4.51270
H: -3.19790 6.36585 2.91797
H: -1.52290 4.56771 2.92481
H: -3.13467 3.94427 2.55869
H: -3.28406 3.48150 4.91882
H: -1.17932 2.01693 3.46517
H: -2.89425 1.72590 3.36223
H: -1.25143 1.56968 5.90025
H: -1.65676 0.18668 4.89390
H: -4.72973 1.23679 4.51831
H: -5.02496 0.10255 5.92013
H: -3.95682 -0.34313 4.57746
C: -2.42393 2.56199 -1.47768
O: -3.74136 2.21414 -1.85491
C: -4.65665 3.27291 -1.67017
C: -6.04893 2.80286 -2.06750
N: -7.17322 3.61004 -1.63196
C: -7.22146 4.93831 -2.22945
C: -8.32586 5.77690 -1.59311
O: -8.27098 7.05221 -2.16082
C: -9.28606 7.94829 -1.79738
H: -1.87382 1.62889 -1.34823
H: -2.50476 2.93563 -0.44713
H: -1.95618 3.27474 -2.15734
H: -4.30182 4.14796 -2.22886
H: -4.67983 3.62106 -0.62636
H: -6.17751 1.78185 -1.69673
H: -6.11214 2.64019 -3.14769
H: -7.11901 3.67398 -0.61997
H: -7.43388 4.83078 -3.29470
H: -6.28921 5.51291 -2.17022
H: -8.26542 5.74110 -0.49430
H: -9.32294 5.35466 -1.78988
H: -8.92888 8.95423 -2.01615
H: -9.49215 7.94548 -0.72264
H: -10.22268 7.81240 -2.34322
C: 0.43803 3.86148 0.22913
O: 0.98769 3.37307 1.43679
C: 1.17820 4.42782 2.37269
C: 1.94230 3.89206 3.56201
N: 3.35255 3.65442 3.18122
C: 4.15826 3.12773 4.26439
C: 4.01019 1.59692 4.50362
O: 2.71977 1.13106 4.88997
C: 2.46007 1.50822 6.22882
H: 0.42863 3.04298 -0.48812
H: 1.07880 4.65385 -0.16969
H: -0.57557 4.25812 0.33690
H: 0.20228 4.84072 2.65204
H: 1.71431 5.28055 1.93834
H: 1.57498 2.87432 3.74821
H: 1.83018 4.52003 4.44283
H: 3.27308 2.98764 2.42048
H: 4.08027 3.62565 5.23448
H: 5.20307 3.33357 4.00981
H: 4.74248 1.26937 5.24847
H: 4.25842 1.16558 3.53130
H: 2.38391 2.59444 6.33390
H: 3.18850 1.06214 6.91016
H: 1.46494 1.14696 6.49636
C: 2.41393 0.50033 -4.82528
O: 2.90791 -0.38146 -3.85919
C: 3.44812 -1.57111 -4.39072
C: 3.86340 -2.51616 -3.29691
N: 2.68748 -2.97373 -2.51528
C: 3.07335 -3.51923 -1.21155
C: 1.85957 -3.97237 -0.40874
O: 2.24493 -4.79327 0.69123
C: 3.00094 -4.11624 1.65105
H: 3.22571 0.99935 -5.37443
H: 1.79919 1.27698 -4.37513
H: 1.82073 -0.03791 -5.57380
H: 4.32944 -1.27227 -4.97818
H: 2.77223 -2.04487 -5.11398
H: 4.57580 -2.04976 -2.60469
H: 4.34685 -3.40642 -3.70448
H: 2.14008 -2.12771 -2.32288
H: 3.66449 -2.82214 -0.59958
H: 3.74847 -4.34849 -1.44710
H: 1.20513 -4.51273 -1.09337
H: 1.30199 -3.14842 0.04796
H: 3.03305 -4.76653 2.53143
H: 2.68536 -3.14968 2.06367
H: 4.06052 -3.94996 1.42560
C: -1.02440 2.20193 -4.73937
O: -0.75725 1.14824 -5.65119
C: -1.83500 0.22863 -5.72106
C: -1.38122 -1.05497 -6.36445
N: -0.74624 -0.92831 -7.68972
C: -1.73340 -0.53872 -8.72375
C: -1.03083 -0.58879 -10.06068
O: -0.07793 0.44782 -10.14776
C: 0.55669 0.53009 -11.39690
H: -1.73152 2.92185 -5.16591
H: -0.08439 2.73706 -4.60989
H: -1.42388 1.80172 -3.80794
H: -2.60977 0.69657 -6.34422
H: -2.28910 0.03394 -4.74215
H: -2.24308 -1.71421 -6.49857
H: -0.67266 -1.62072 -5.75232
H: -0.05227 -0.18711 -7.64082
H: -2.15374 0.46258 -8.58365
H: -2.52156 -1.28724 -8.64259
H: -1.74438 -0.43131 -10.88484
H: -0.59730 -1.58138 -10.22872
H: -0.06040 0.99299 -12.17779
H: 0.96700 -0.42953 -11.71703
H: 1.34377 1.27439 -11.25079
C: -0.32989 -1.12654 -2.62119
O: 0.80402 -0.94967 -1.79449
C: 0.87011 0.35400 -1.28742
C: 2.16047 0.47769 -0.46970
N: 2.18826 -0.39479 0.72161
C: 1.58537 0.30097 1.84390
C: 1.15776 -0.67668 2.92128
O: 0.39236 -1.70185 2.33864
C: -0.40771 -2.43037 3.21816
H: -1.22384 -0.72905 -2.12690
H: -0.47845 -2.17352 -2.87200
H: -0.19873 -0.55779 -3.55014
H: -0.02208 0.60972 -0.69973
H: 0.87231 1.10820 -2.08629
H: 2.41705 1.48781 -0.15562
H: 2.95356 0.11944 -1.13161
H: 1.57508 -1.19179 0.56071
H: 0.66749 0.83867 1.56336
H: 2.24308 1.05207 2.28334
H: 0.63635 -0.13214 3.71464
H: 2.04272 -1.12969 3.38933
H: -1.23167 -1.85735 3.65314
H: 0.18054 -2.87974 4.02763
H: -0.86170 -3.27367 2.69696
C: 5.39571 1.56223 -2.36003
O: 6.76857 1.34646 -2.14495
C: 7.44990 2.52110 -1.71267
C: 8.91261 2.14120 -1.55078
N: 9.01562 1.15130 -0.48634
C: 10.35666 0.60791 -0.39190
C: 10.41717 -0.49463 0.65448
O: 9.26745 -1.31663 0.48515
C: 9.33087 -2.44552 1.32193
H: 4.85868 1.92595 -1.47580
H: 4.92034 0.63189 -2.65999
H: 5.26130 2.31082 -3.14835
H: 7.01146 2.71392 -0.72485
H: 7.28157 3.38461 -2.36347
H: 9.41233 3.05224 -1.20333
H: 9.38979 1.78862 -2.47380
H: 8.33411 0.42545 -0.67475
H: 11.06604 1.39728 -0.14214
H: 10.62800 0.14823 -1.35366
H: 10.53551 -0.14294 1.68612
H: 11.27739 -1.16417 0.52144
H: 10.20637 -3.06485 1.09674
H: 8.43900 -3.06173 1.22395
H: 9.38167 -2.12298 2.36893
C: -8.25379 -5.63799 -2.55692
O: -6.85643 -5.81894 -2.62786
C: -6.36390 -5.29349 -3.86196
C: -4.91311 -5.70894 -4.00235
N: -4.06679 -4.86770 -3.15578
C: -2.66333 -5.27819 -3.19331
C: -1.96986 -4.68090 -1.97313
O: -2.51694 -5.21772 -0.78850
C: -2.10533 -4.51558 0.34869
H: -8.65693 -5.99913 -1.60785
H: -8.78916 -6.22015 -3.31025
H: -8.47130 -4.56595 -2.55259
H: -6.49193 -4.21002 -3.79084
H: -6.92650 -5.72375 -4.69765
H: -4.58821 -5.69702 -5.04744
H: -4.83644 -6.78586 -3.78669
H: -4.42077 -5.03574 -2.21709
H: -2.15149 -4.86436 -4.06281
H: -2.57546 -6.37013 -3.18409
H: -2.15252 -3.59648 -1.97411
H: -0.88716 -4.85540 -1.97879
H: -2.33562 -5.01401 1.29136
H: -2.68917 -3.59525 0.50563
H: -1.04515 -4.25672 0.31151
C: 0.03704 -1.51393 7.28504
C: -1.06774 -2.20611 8.07360
C: -2.41975 -1.96864 7.43320
O: -3.46489 -2.58271 8.15992
C: -4.72614 -2.23880 7.64813
N: -0.73987 -3.63199 8.23737
H: -0.08932 -0.42501 7.27405
H: 0.13480 -1.91363 6.27395
H: 1.04097 -1.55433 7.72087
H: -1.02209 -1.79996 9.09218
H: -2.43340 -2.30035 6.38809
H: -2.55353 -0.88028 7.47019
H: -5.10216 -1.30348 8.08303
H: -5.44153 -2.98482 7.99739
H: -4.74182 -2.15318 6.55957
H: -1.56586 -4.13216 8.56829
H: -0.15114 -3.74235 9.05957

Cartesian forces (eV/Å) of the 2 atoms listed first:
C 0.0 -0.7 0.4
O -0.3 0.1 -0.2

The HOMO-LUMO gap comes out at 8.81 eV. The molecular weight comes out at 1282.834 g mol⁻¹. Its multiplicity is 1. Its total energy is -4294.216997 hartree. For the HOMO energy, the calculation gives -8.601 eV.